1.
Molecular formula: C22H24HfN4OP2
Method: DFT, wB97M-V/def2-TZVPD

Last column: Mulliken charge in e.
CARTESIAN COORDINATES (ANGSTROEM)
C 0.5209 0.7500 -4.1485  -0.584
C 0.2662 0.9387 -2.7837  0.138
C -0.7137 0.1187 -2.1554  -0.148
C -1.3757 -0.8947 -2.9133  1.661
C -1.0673 -1.0689 -4.2857  -0.981
C -0.1447 -0.2434 -4.8923  -0.910
C -2.3050 -1.6967 -2.2549  -1.253
C -2.8870 -1.2398 -1.0730  1.388
C -2.2323 -0.1913 -0.3543  0.342
C -2.7130 0.2081 0.9275  -0.145
C -3.8350 -0.4492 1.4444  -0.524
C -4.4861 -1.4732 0.7332  -0.943
C -4.0184 -1.8792 -0.5022  -0.958
H 1.2371 1.4139 -4.6438  0.458
H -1.5929 -1.8498 -4.8434  0.482
H 0.0759 -0.3376 -5.9568  0.421
H -2.7331 -2.5528 -2.7671  0.523
H -4.2261 -0.1187 2.4118  0.465
H -5.3807 -1.9277 1.1671  0.418
H -4.5090 -2.6827 -1.0620  0.487
N -0.9347 0.1240 -0.7758  0.142
Hf 0.6866 -0.5981 0.6075  0.738
C 1.0681 1.9428 -1.9659  -1.055
H 0.4049 2.6053 -1.3825  0.386
H 1.6786 2.5504 -2.6512  0.606
C -1.9585 1.2445 1.7624  -1.351
H -1.7035 2.1242 1.1525  0.436
H -2.6269 1.5756 2.5667  0.690
P 2.2034 1.1107 -0.7496  0.687
P -0.3956 0.6242 2.5487  1.038
C -1.0759 -0.3947 3.8969  -1.352
H -0.2533 -0.7207 4.5420  0.434
H -1.7982 0.1373 4.5294  0.437
H -1.5645 -1.2883 3.4949  0.378
C 0.2630 2.0924 3.3924  -1.163
H -0.4358 2.5501 4.1050  0.434
H 1.1610 1.8033 3.9514  0.405
H 0.5460 2.8557 2.6570  0.363
C 3.4198 0.4053 -1.9247  -1.311
H 3.9212 1.1785 -2.5235  0.437
H 4.1832 -0.1423 -1.3593  0.415
H 2.9296 -0.2942 -2.6090  0.376
C 3.1684 2.5295 -0.1032  -1.163
H 3.9618 2.1513 0.5536  0.416
H 3.6426 3.1235 -0.8986  0.439
H 2.5257 3.1950 0.4850  0.362
C -0.4157 -2.5101 0.0646  -0.060
O -0.5981 -2.7445 1.2971  -0.430
H -0.9968 -3.0230 -0.7372  0.364
N 2.4746 -1.1304 1.4978  -0.803
C 3.5165 -1.3551 2.0445  0.820
N 4.6958 -1.5202 2.4582  -0.478
C 5.0303 -2.2217 3.5358  0.401
N 5.3964 -2.8039 4.4897  -0.373

As for the total charge: +2. As for the spin multiplicity: 1. The HOMO-LUMO gap (spin up / spin down) comes out at 6.68 / 6.68 eV. The LUMO energy (spin up / spin down) is -7.97 / -7.97 eV. The calculation puts the energy at -1877.18868 Eh. As for the energy above the lowest of the compared OMol25 structures with the same formula, charge and spin: 0.0 kJ/mol.


2.
Molecular formula: C22H24IN5NaO6Si
Method: DFT, wB97M-V/def2-TZVPD

Last column: Mulliken charge in e.
CARTESIAN COORDINATES (ANGSTROEM)
Na -0.6887 -0.7213 -0.3932  1.022
O 1.3940 0.9983 2.3715  -0.434
C 0.4242 1.2182 3.2841  0.051
O 0.6782 1.8722 4.3174  -0.723
C -0.9086 0.6082 3.3123  0.248
C -1.8659 0.9738 4.2811  -0.180
C -3.0813 0.2558 4.4152  -0.510
C -3.3104 -0.8186 3.5844  -0.624
C -2.3957 -0.9857 2.4667  0.585
N -1.3271 -0.2651 2.3659  -0.058
C -2.6491 -2.1028 1.5509  0.397
O -3.2163 -3.1772 2.1515  -0.501
O -2.5272 -2.1169 0.3050  -0.558
H 1.0943 0.3575 1.5537  0.528
H -1.5725 1.7895 4.9923  0.403
H -3.7946 0.6074 5.1918  0.376
H -4.1336 -1.4907 3.7044  0.548
H -2.8967 -3.2870 3.0484  0.390
O 1.3860 -0.4718 0.4283  -0.326
C 2.5639 -0.9370 0.3345  0.409
C 3.6132 -0.5203 1.2161  -0.637
C 4.8142 -1.1446 1.1930  -0.802
C 5.1848 -1.9646 0.1664  -0.510
C 4.2283 -2.4256 -0.7564  -0.650
C 2.9123 -2.0705 -0.5484  0.387
C 1.7684 -2.7718 -1.1254  -0.273
N 0.4991 -2.6268 -0.7185  -0.050
C -0.2482 -3.6145 -1.2995  -0.412
C 0.5487 -4.4631 -2.0114  -0.668
N 1.8501 -3.9651 -1.9015  -0.097
H 3.2802 0.3132 1.8599  0.450
H 5.6075 -0.8790 1.9040  0.310
H 6.1851 -2.3054 0.0637  0.410
H 4.5954 -3.0857 -1.4982  0.428
H -1.2830 -3.6924 -0.9740  0.461
H 0.3608 -5.3409 -2.6562  0.364
H 2.6408 -4.5406 -2.1256  0.225
I -1.1335 -0.8207 -7.4060  -0.030
C -1.2145 -0.2038 -5.4262  -0.636
C -0.7977 1.0017 -4.7745  -0.485
N -0.9821 0.8437 -3.4539  -0.244
N -1.4225 -0.3338 -3.1632  -0.324
C -1.5783 -1.0547 -4.2849  -0.256
H -0.4072 1.9132 -5.1686  0.475
H -0.8054 1.5411 -1.8260  0.542
H -1.9301 -2.0903 -4.1314  0.390
C -1.3511 4.2405 -1.8979  -1.214
Si -0.6319 3.3179 -0.4524  0.458
C 1.1998 3.8971 0.0050  -1.007
C -1.8162 3.3569 0.9930  -0.845
O -0.6404 1.6585 -0.8291  -0.382
H -1.2075 5.3128 -1.6654  0.339
H -2.3888 4.0578 -1.9921  0.360
H -0.9228 3.9441 -2.8736  0.257
H 1.6112 4.5486 -0.7868  0.340
H 1.8336 3.0359 0.2031  0.194
H 1.0001 4.5003 0.8897  0.339
H -1.4167 4.0799 1.7540  0.288
H -1.9125 2.4087 1.4990  0.036
H -2.8160 3.6356 0.7340  0.428

As for the total charge: -1. As for the spin multiplicity: 1. The HOMO-LUMO gap comes out at 5.66 eV. The LUMO energy is 1.37 eV. The calculation puts the energy at -2327.63850 Eh. As for the energy above the lowest of the compared OMol25 structures with the same formula, charge and spin: 159.8 kJ/mol.


3.
Molecular formula: C22H24N2O5S
Method: DFT, wB97M-V/def2-TZVPD

Last column: Mulliken charge in e.
CARTESIAN COORDINATES (ANGSTROEM)
C 4.6740 6.7793 -0.2402  -0.831
O 5.1316 5.4817 -0.5411  -0.454
C 4.4314 4.4170 -0.0779  0.950
C 3.2738 4.4957 0.6947  -0.382
C 2.6425 3.3416 1.1123  -0.814
C 3.1481 2.0890 0.7703  0.050
C 2.4691 0.8968 1.2162  0.469
N 1.3900 0.8496 1.9477  -0.565
C 1.1202 -0.4812 2.1194  0.680
C -0.0829 -0.9486 2.8236  -1.131
S -1.4132 -1.0549 1.5609  1.182
O -0.8790 -1.7758 0.4273  -0.706
O -2.5996 -1.5928 2.1645  -0.723
C -1.7068 0.6613 1.0440  -0.757
C -2.8881 0.7174 0.0810  0.554
O -3.7907 1.5124 0.2246  -0.659
N -2.7901 -0.1521 -0.9396  -0.035
C -3.8775 -0.3503 -1.8724  -0.894
C -4.6959 -1.6050 -1.5322  -1.007
C -3.8511 -2.8438 -1.6425  0.297
C -3.5402 -3.3691 -2.8915  -0.350
C -2.7293 -4.4834 -3.0052  -0.599
C -2.2166 -5.0859 -1.8685  -0.465
C -2.5244 -4.5717 -0.6213  -0.641
C -3.3378 -3.4578 -0.5076  -0.041
C 2.0654 -1.2094 1.4466  0.677
C 2.2323 -2.6660 1.2339  -1.401
O 2.9259 -0.3308 0.8821  -0.385
C 4.3083 2.0117 -0.0044  -0.510
C 4.9395 3.1596 -0.4208  -0.569
H 5.3807 7.4572 -0.7158  0.239
H 4.6674 6.9624 0.8388  0.337
H 3.6735 6.9562 -0.6468  0.337
H 2.8585 5.4505 0.9751  0.394
H 1.7473 3.3919 1.7111  0.461
H 0.0287 -1.9492 3.2306  0.387
H -0.4208 -0.2487 3.5805  0.443
H -0.7863 1.0020 0.5784  0.379
H -1.9283 1.2497 1.9291  0.412
H -2.0917 -0.8842 -0.8895  0.247
H -4.5117 0.5371 -1.8166  0.451
H -3.4581 -0.4380 -2.8787  0.408
H -5.5394 -1.6609 -2.2233  0.466
H -5.0813 -1.5043 -0.5167  0.343
H -3.9407 -2.9023 -3.7812  0.401
H -2.4956 -4.8823 -3.9820  0.389
H -1.5810 -5.9551 -1.9573  0.383
H -2.1289 -5.0355 0.2700  0.411
H -3.5648 -3.0576 0.4691  0.400
H 3.1317 -2.8494 0.6532  0.339
H 2.3051 -3.1890 2.1863  0.331
H 1.3663 -3.0482 0.6936  0.219
H 4.7047 1.0448 -0.2732  0.455
H 5.8360 3.1183 -1.0187  0.427

As for the spin multiplicity: 1. The HOMO-LUMO gap comes out at 8.65 eV. The LUMO energy is 0.55 eV. Its structure (SMILES) is COc1ccc(-c2nc(CS(=O)(=O)CC(=O)NCCc3ccccc3)c(C)o2)cc1. The calculation puts the energy at -1736.65260 Eh. As for the energy above the lowest of the compared OMol25 structures with the same formula, charge and spin: 94.1 kJ/mol.


4.
Molecular formula: C22H24N4O3
Method: DFT, wB97M-V/def2-TZVPD

Last column: Mulliken charge in e.
CARTESIAN COORDINATES (ANGSTROEM)
C 4.9187 0.1334 2.1861  -0.643
O 3.7082 0.8438 2.3313  -0.399
C 2.6321 0.3078 1.6144  -0.294
C 2.6680 0.6748 0.1152  -1.143
N 1.5450 0.0888 -0.5646  0.110
C 0.2599 0.5192 -0.6506  -0.209
C -0.2228 1.8276 -0.2283  0.344
C 0.4489 3.0150 -0.5924  -0.648
C -0.0277 4.2282 -0.1884  -1.111
C -1.1969 4.3276 0.5953  1.025
C -1.7054 5.5673 1.0333  -0.725
C -2.8509 5.6272 1.7770  -0.521
C -3.5405 4.4516 2.1151  -0.513
C -3.0731 3.2344 1.7063  -0.831
C -1.8924 3.1381 0.9392  0.688
C -1.3827 1.9000 0.5072  -0.639
N -0.5455 -0.3995 -1.1643  -0.533
C 0.2346 -1.4688 -1.4145  0.927
C 1.5479 -1.2034 -1.0448  0.312
C 2.6003 -2.1533 -1.2295  0.130
O 3.7764 -2.0506 -0.9392  -0.678
N 2.0953 -3.3038 -1.8302  -0.028
C 0.8055 -3.6053 -2.2418  0.390
O 0.5622 -4.6449 -2.8097  -0.640
N -0.1500 -2.6533 -1.9662  0.187
C -1.5355 -2.8915 -2.3258  -1.633
C -2.3753 -3.4887 -1.1846  0.881
C -2.5157 -2.5169 -0.0161  -1.497
C -1.8067 -4.8229 -0.7093  -1.555
H 4.7943 -0.9157 2.4765  0.278
H 5.2994 0.1693 1.1613  0.285
H 5.6318 0.6141 2.8524  0.266
H 1.7281 0.7314 2.0647  0.234
H 2.6037 -0.7877 1.7140  0.353
H 2.6563 1.7602 0.0172  0.279
H 3.5749 0.2696 -0.3393  0.654
H 1.3201 2.9605 -1.2285  0.619
H 0.4839 5.1363 -0.4734  0.385
H -1.1726 6.4696 0.7696  0.391
H -3.2352 6.5800 2.1100  0.392
H -4.4443 4.5194 2.7024  0.390
H -3.5988 2.3262 1.9632  0.413
H -1.9056 0.9907 0.7629  0.466
H 2.7740 -4.0292 -2.0344  0.259
H -1.5279 -3.5845 -3.1704  0.570
H -1.9574 -1.9310 -2.6279  0.437
H -3.3697 -3.6649 -1.6098  0.376
H -3.2254 -2.9063 0.7104  0.524
H -1.5601 -2.3771 0.4841  0.230
H -2.8621 -1.5471 -0.3633  0.345
H -2.4906 -5.2942 -0.0072  0.463
H -1.6462 -5.4952 -1.5477  0.373
H -0.8527 -4.6761 -0.2067  0.262

As for the spin multiplicity: 1. The HOMO-LUMO gap comes out at 8.25 eV. The LUMO energy is 0.05 eV. Its structure (SMILES) is COCCn1c(-c2ccc3ccccc3c2)nc2c1c(=O)[nH]c(=O)n2CC(C)C. The calculation puts the energy at -1297.56877 Eh. As for the energy above the lowest of the compared OMol25 structures with the same formula, charge and spin: 0.0 kJ/mol.


Q: What is the formula in the third record?
A: C22H24N2O5S